Computed, not measured: a structure of composition C30H30Cl5MoN4O5SeSi in a non-equilibrium geometry, with the ωB97M-V functional and the def2-TZVPD basis.

Calculated values
Kohn-Sham gap, eV: 5.605

```
! wB97M-V def2-TZVPD RIJCOSX def2/J DEFGRID3
* xyz 3 1
Mo 0.84645 -0.44024 -1.99528
Cl 0.26733 3.02835 -2.37542
C -0.75135 1.93631 -3.19955
C -0.66390 0.55645 -2.99340
C -1.49092 -0.29433 -3.70741
Cl -1.28325 -1.97902 -3.35480
C -2.40464 0.14755 -4.64075
Cl -3.39143 -0.95497 -5.48512
C -2.48817 1.53788 -4.85664
Cl -3.57773 2.12918 -6.00952
C -1.68125 2.42575 -4.12538
Cl -1.82852 4.10277 -4.38248
C 1.79607 -4.97480 1.01855
N 1.60159 -4.14880 -0.17530
C 1.86770 -4.53450 -1.46923
C 1.60484 -3.47096 -2.26252
N 1.16201 -2.43037 -1.45097
C 1.18346 -2.89383 -0.18934
H 2.86138 -5.12082 1.18179
H 1.30789 -5.93391 0.86711
H 1.35751 -4.46041 1.86961
H 2.22931 -5.51974 -1.70815
H 1.69859 -3.36944 -3.32761
H 0.93166 -2.33524 0.69752
N -5.85212 0.20112 1.32326
C -4.90245 -0.80458 0.71314
C -3.56893 -0.14720 0.34174
N -2.65941 -1.03362 -0.37016
H -6.77171 -0.21319 1.50140
H -5.99561 1.00582 0.70734
H -5.50243 0.55906 2.21629
H -5.40750 -1.21993 -0.15830
H -4.77729 -1.59527 1.45213
H -3.06699 0.21755 1.24182
H -3.75529 0.72829 -0.28660
H -3.06507 -1.35083 -1.24420
H -2.45553 -1.86453 0.17576
O 0.61960 0.05779 -0.32991
Si 1.06946 0.88672 1.26275
C 1.12000 -0.47924 2.50396
C 2.22540 -0.60460 3.34977
C 2.25773 -1.59085 4.32930
C 1.18999 -2.46259 4.47016
C 0.07232 -2.34261 3.64888
C 0.03814 -1.35300 2.68172
C -0.31870 2.06850 1.53138
C -0.35731 2.69475 2.78410
C -1.28628 3.68880 3.04994
C -2.19407 4.06614 2.07012
C -2.18962 3.43281 0.83290
C -1.25855 2.44030 0.56777
C 2.69146 1.55152 0.74712
C 3.73406 0.67259 0.41377
C 4.93923 1.15822 -0.06159
C 5.11888 2.53032 -0.20553
C 4.10460 3.41298 0.13374
C 2.89178 2.92800 0.59985
H 3.06631 0.07113 3.25147
H 3.11534 -1.67362 4.98214
H 1.21927 -3.22990 5.23249
H -0.76905 -3.00969 3.78515
H -0.85342 -1.23509 2.06785
H 0.34597 2.41642 3.56152
H -1.29805 4.17305 4.01651
H -2.89924 4.86225 2.26881
H -2.89724 3.73407 0.07031
H -1.26517 1.95347 -0.40037
H 3.61745 -0.39897 0.56163
H 5.74275 0.47827 -0.30972
H 6.06084 2.91142 -0.57614
H 4.26131 4.47887 0.03982
H 2.10225 3.62515 0.85627
O 1.58067 -1.12575 -3.71754
Se 2.67651 0.15035 -4.09705
O 2.06489 1.14438 -5.15054
O 2.12494 0.77239 -2.40429
O 4.16127 -0.34032 -3.95793
*
```